Record 1
Density functional theory data (wB97M-V/def2-TZVPD) for a 3-piece molecular cluster, C3H14NO2 overall at a distorted geometry.

The total charge is +1. The energy above the lowest of the compared OMol25 structures with the same formula, charge and spin is 60.39 kJ/mol. As for the HOMO energy: -0.577 Eh. Its HOMO-LUMO gap is 12.689 eV.

Atoms and positions in Å:
O (2.93, -2.51, 0.59)
O (1.84, -0.14, -0.29)
N (-0.83, -0.27, -0.87)
C (-1.74, 0.60, 0.06)
C (-2.34, 1.80, -0.73)
C (-0.85, 1.05, 1.21)
H (-1.61, 2.61, -0.94)
H (-1.45, 1.56, 1.95)
H (-2.50, -0.11, 0.35)
H (2.28, -1.00, -0.17)
H (-2.77, 1.62, -1.72)
H (-3.09, 2.33, -0.14)
H (-1.09, -1.26, -0.92)
H (3.63, -1.83, 0.58)
H (-0.10, 1.76, 0.84)
H (0.21, -0.26, -0.59)
H (1.59, 0.11, 0.62)
H (-0.90, 0.08, -1.82)
H (3.40, -3.34, 0.47)
H (-0.37, 0.23, 1.72)

Record 2
Density functional theory data (wB97M-V/def2-TZVPD) for a 3-piece molecular cluster, C3H14NO2 overall at a distorted geometry.

The total charge is +2. The energy above the lowest of the compared OMol25 structures with the same formula, charge and spin is 197.17 kJ/mol. Its spin multiplicity is 2. As for the HOMO energy (alpha / beta): -0.791 / -0.744 Eh. Its HOMO-LUMO gap (alpha / beta) is 13.997 / 4.261 eV.

Atoms and positions in Å:
O (1.82, -0.21, -2.66)
O (-0.35, 1.35, -1.54)
N (-1.53, 0.26, 0.46)
C (0.40, 0.69, 1.98)
C (-0.53, -0.41, 1.41)
C (0.23, -1.28, 0.51)
H (1.79, 0.33, -3.51)
H (-2.07, -0.44, 0.02)
H (-0.95, -1.04, 2.23)
H (0.81, 0.30, 2.87)
H (1.09, -1.78, 0.99)
H (-2.16, 0.98, 0.99)
H (0.61, -0.65, -0.29)
H (0.50, 0.99, -1.98)
H (1.54, -1.02, -2.92)
H (-1.01, 0.78, -1.90)
H (-0.16, 1.53, 2.34)
H (-0.90, 0.76, -0.14)
H (1.18, 0.94, 1.08)
H (-0.32, -2.07, 0.07)

Record 3
Density functional theory data (wB97M-V/def2-TZVPD) for a 3-piece molecular cluster, C3H14NO2S2 overall at a distorted geometry.

The total charge is +1. The energy above the lowest of the compared OMol25 structures with the same formula, charge and spin is 151.16 kJ/mol. As for the HOMO energy: -0.417 Eh. Its HOMO-LUMO gap is 8.144 eV.

Atoms and positions in Å:
S (1.68, -2.46, 1.47)
S (2.02, -1.07, 0.06)
O (0.62, -2.08, -3.06)
O (-1.92, -1.11, 1.50)
N (-0.22, 1.14, 1.47)
C (0.53, -0.18, -0.53)
C (0.55, 1.27, 0.06)
C (-0.12, 2.40, -0.65)
H (-1.12, 0.60, 1.50)
H (1.61, 1.54, 0.41)
H (-0.30, 2.02, 1.96)
H (-1.09, 2.77, -0.33)
H (0.54, -0.14, -1.62)
H (-0.02, -2.49, -3.64)
H (0.51, 3.29, -0.63)
H (-1.97, -1.32, 2.44)
H (1.42, -2.60, -3.11)
H (-0.36, 2.18, -1.70)
H (0.55, 0.72, 2.05)
H (-0.43, -0.58, -0.18)
H (0.34, -2.71, 1.40)
H (-2.80, -1.20, 1.11)

Record 4
Density functional theory data (wB97M-V/def2-TZVPD) for a 4-piece molecular cluster, C3H14NO3 overall at a distorted geometry.

The energy above the lowest of the compared OMol25 structures with the same formula, charge and spin is 0.00 kJ/mol. Its spin multiplicity is 2. As for the HOMO energy (alpha / beta): -0.191 / -0.342 Eh. Its HOMO-LUMO gap (alpha / beta) is 5.564 / 9.643 eV.

Atoms and positions in Å:
O (-0.72, 1.08, -0.97)
O (2.51, 1.78, -1.42)
O (-0.19, 0.73, -3.67)
N (-0.14, -0.39, 1.35)
C (0.78, -0.32, 2.35)
C (-0.97, -1.55, 1.15)
C (-1.71, -2.00, 2.45)
H (3.10, 1.55, -0.70)
H (0.29, 1.50, -4.00)
H (-0.33, -2.42, 0.91)
H (0.14, 0.95, -1.38)
H (-1.32, 0.88, -1.69)
H (-0.32, 0.25, 0.58)
H (-1.66, -1.38, 0.33)
H (-1.73, -1.18, 3.16)
H (0.85, -1.19, 2.98)
H (1.41, 0.54, 2.46)
H (-2.76, -2.21, 2.24)
H (0.49, 0.05, -3.64)
H (2.58, 2.73, -1.58)
H (-1.24, -2.90, 2.82)

Record 5
Density functional theory data (wB97M-V/def2-TZVPD) for a 4-piece molecular cluster, C3H14NO3S overall at a distorted geometry.

The total charge is -1. The energy above the lowest of the compared OMol25 structures with the same formula, charge and spin is 376.71 kJ/mol. As for the HOMO energy: -0.105 Eh. Its HOMO-LUMO gap is 6.332 eV.

Atoms and positions in Å:
S (0.64, 2.23, 0.43)
O (0.75, -2.98, -1.33)
O (-0.90, 0.44, -2.30)
O (1.98, 0.16, -2.27)
N (-2.23, 0.49, 1.65)
C (1.12, 1.10, 1.69)
C (0.16, -0.22, 1.47)
C (-1.12, 0.02, 0.66)
H (2.31, -0.80, -2.10)
H (-1.41, -0.87, 0.14)
H (-1.18, 0.67, -0.16)
H (1.07, 1.58, 2.72)
H (0.05, 0.77, -2.19)
H (0.25, -3.02, -1.99)
H (2.02, 0.77, 1.27)
H (-1.99, 1.44, 1.84)
H (1.81, 0.86, -1.58)
H (-3.22, 0.65, 1.23)
H (0.06, -0.86, 2.37)
H (-1.56, 0.65, -1.71)
H (0.56, -2.20, -0.80)
H (0.85, -0.88, 0.97)

Record 6
Density functional theory data (wB97M-V/def2-TZVPD) for a 4-piece molecular cluster, C3H14NO3S overall at a distorted geometry.

The total charge is -1. The energy above the lowest of the compared OMol25 structures with the same formula, charge and spin is 107.05 kJ/mol. As for the HOMO energy: -0.119 Eh. Its HOMO-LUMO gap is 6.829 eV.

Atoms and positions in Å:
S (-0.76, -1.22, -1.49)
O (-0.61, 2.27, 2.03)
O (-1.57, -0.43, 1.97)
O (-3.11, 0.61, -0.09)
N (2.25, 0.55, -0.15)
C (0.92, -0.56, -1.94)
C (2.41, 0.31, 1.28)
C (1.97, -0.70, -0.86)
H (-1.01, 2.60, 1.20)
H (1.61, -1.45, -0.16)
H (-0.97, 1.38, 2.12)
H (-0.95, -0.71, 1.28)
H (3.14, -0.47, 1.39)
H (2.91, -1.05, -1.29)
H (-2.32, 1.02, -0.48)
H (0.73, 0.45, -2.28)
H (-3.21, -0.20, -0.61)
H (1.17, -1.10, -2.86)
H (1.53, 1.20, -0.37)
H (2.70, 1.20, 1.85)
H (-2.39, -0.36, 1.45)
H (1.46, 0.02, 1.73)

Record 7
Density functional theory data (wB97M-V/def2-TZVPD) for a 4-piece molecular cluster, C3H14NO4 overall at a distorted geometry.

The total charge is -1. The energy above the lowest of the compared OMol25 structures with the same formula, charge and spin is 252.20 kJ/mol. As for the HOMO energy: -0.156 Eh. Its HOMO-LUMO gap is 7.916 eV.

Atoms and positions in Å:
O (1.87, 2.36, 0.94)
O (-3.13, -0.83, -2.92)
O (-2.85, 1.37, -0.39)
O (-0.22, 0.85, -0.09)
N (2.09, -0.95, 2.10)
C (-0.26, -0.42, 0.34)
C (2.08, -1.69, 0.79)
C (1.05, -1.08, -0.26)
H (3.18, -1.63, 0.41)
H (1.71, -2.81, 0.86)
H (-0.40, -0.45, 1.50)
H (1.79, -0.35, -0.69)
H (1.09, 1.83, 0.58)
H (-1.03, -1.11, 0.01)
H (0.68, -1.80, -1.05)
H (2.31, 1.95, 0.13)
H (1.58, -1.50, 2.84)
H (-3.00, 1.84, -1.19)
H (-1.74, 1.29, -0.17)
H (-2.80, -0.39, -2.06)
H (-2.34, -1.09, -3.52)
H (1.78, 0.06, 2.16)

Record 8
Density functional theory data (wB97M-V/def2-TZVPD) for a 4-piece molecular cluster, C3H14NO4 overall at a distorted geometry.

The total charge is +1. The energy above the lowest of the compared OMol25 structures with the same formula, charge and spin is 70.06 kJ/mol. As for the HOMO energy: -0.529 Eh. Its HOMO-LUMO gap is 11.496 eV.

Atoms and positions in Å:
O (2.99, 0.32, 0.72)
O (-1.04, 0.33, 2.14)
O (-0.28, 1.92, -1.50)
O (-2.25, 1.61, 0.27)
N (0.17, -0.41, -0.29)
C (-0.94, -0.84, 1.91)
C (-0.15, -1.40, 0.76)
C (0.57, -1.19, -1.52)
H (-0.56, 0.21, -0.61)
H (3.11, 0.80, 1.55)
H (-0.74, -2.21, 0.34)
H (3.82, 0.47, 0.25)
H (-1.05, 2.10, -0.92)
H (-1.42, -1.57, 2.58)
H (-0.21, -1.86, -1.78)
H (1.49, -1.74, -1.37)
H (-3.09, 1.88, -0.10)
H (-0.53, 2.26, -2.36)
H (0.68, -0.47, -2.33)
H (1.03, 0.13, -0.10)
H (-2.31, 1.59, 1.23)
H (0.73, -1.91, 1.14)

Record 9
Density functional theory data (wB97M-V/def2-TZVPD) for a 4-piece molecular cluster, C3H14NO4S2 overall at a distorted geometry.

Its spin multiplicity is 2. As for the HOMO energy (alpha / beta): -0.110 / -0.300 Eh. Its HOMO-LUMO gap (alpha / beta) is 3.004 / 8.070 eV.

Atoms and positions in Å:
S (0.55, -0.28, 2.81)
S (1.32, 1.45, 2.89)
O (-1.13, -2.57, -1.40)
O (-2.00, 2.61, -1.96)
O (1.58, -1.54, -1.74)
O (-2.25, -0.07, -3.30)
N (-0.60, 0.21, -1.29)
C (0.10, -0.66, 0.98)
C (1.72, -0.79, -0.80)
C (0.57, 0.11, -0.27)
H (2.61, 1.57, 2.54)
H (2.51, -1.02, -0.18)
H (-1.98, -3.11, -1.26)
H (-1.20, -0.55, -1.26)
H (-2.85, 3.16, -1.81)
H (-0.71, -2.49, -0.56)
H (-1.15, 1.04, -1.04)
H (-1.73, 0.18, -4.03)
H (0.18, -1.76, 0.87)
H (-3.14, -0.38, -3.54)
H (-0.25, 0.42, -2.26)
H (-1.94, 2.65, -2.91)
H (-0.95, -0.57, 1.03)
H (0.97, 1.13, -0.15)

Record 10
Density functional theory data (wB97M-V/def2-TZVPD) for a 4-piece molecular cluster, C3H14O3S overall at a distorted geometry.

The energy above the lowest of the compared OMol25 structures with the same formula, charge and spin is 59.59 kJ/mol. As for the SMILES: CCSC.O.O.O. As for the HOMO energy: -0.313 Eh. Its HOMO-LUMO gap is 9.103 eV.

Atoms and positions in Å:
S (-0.53, -1.12, -0.17)
O (2.06, 1.04, -1.50)
O (0.14, -0.53, 3.14)
O (-0.04, -0.88, -3.48)
C (1.23, -1.49, 0.21)
C (-0.61, 0.70, 0.23)
C (-1.91, 1.03, 0.95)
H (-0.58, 1.20, -0.74)
H (0.28, 0.89, 0.82)
H (-0.61, -0.94, 2.70)
H (-2.69, 0.32, 0.65)
H (-0.50, -0.46, -2.74)
H (-0.52, -0.58, -4.25)
H (-1.80, 0.99, 2.02)
H (-2.26, 2.03, 0.67)
H (1.34, -2.43, 0.74)
H (1.86, -1.41, -0.68)
H (1.45, 0.96, -2.22)
H (0.03, -0.62, 4.07)
H (2.09, 1.99, -1.29)
H (1.55, -0.70, 0.88)

Record 11
Density functional theory data (wB97M-V/def2-TZVPD) for a 5-piece molecular cluster, C3H14O4 overall at a distorted geometry.

The energy above the lowest of the compared OMol25 structures with the same formula, charge and spin is 430.69 kJ/mol. As for the HOMO energy: -0.326 Eh. Its HOMO-LUMO gap is 8.789 eV.

Atoms and positions in Å:
O (-2.74, 0.89, -0.47)
O (0.48, 0.60, 1.91)
O (-0.54, 2.11, 0.26)
O (-0.19, -2.09, 1.61)
C (1.17, 0.06, -0.51)
C (1.21, -1.37, -1.61)
C (-0.03, -0.35, -1.08)
H (-0.68, -1.83, 2.39)
H (1.96, -0.86, -2.23)
H (-0.85, -0.82, -0.55)
H (-0.05, 1.34, 1.25)
H (0.49, -1.41, 1.56)
H (1.66, 0.91, -0.95)
H (0.63, -1.81, -2.42)
H (-3.34, 1.35, 0.13)
H (-0.62, 3.01, 0.56)
H (-0.36, 0.31, -1.88)
H (1.70, -2.09, -0.97)
H (0.53, 0.91, 2.82)
H (-1.87, 1.37, -0.29)
H (1.47, -0.22, 0.49)